[1]
ORCA calculation (ωB97M-V/def2-TZVPD) on one molecule with the formula C2H3NS at a distorted geometry.

Values from the calculation:
- structure (SMILES) = N#CCS
- total charge = 0
- HOMO level (eV) = -9.87
- energy above the lowest of the compared OMol25 structures with the same formula, charge and spin (kJ/mol) = 167.04

Last column: Löwdin charge in e.
Atoms and positions in Å:
N1 -2.080 -0.680 0.722  0.105
C1 0.588 -0.248 0.237  -0.511
S1 0.512 0.613 -1.423  0.701
C2 -0.794 -0.568 0.497  -0.281
H1 1.075 0.500 0.964  0.113
H2 1.219 -1.026 0.220  0.022
H3 -0.521 1.409 -1.218  -0.150

[2]
ORCA calculation (ωB97M-V/def2-TZVPD) on one molecule with the formula C5H3N3 at a distorted geometry.

Values from the calculation:
- structure (SMILES) = [H]/N=C1/N=CC=C1C#N
- total charge = 0
- HOMO level (eV) = -10.49
- energy above the lowest of the compared OMol25 structures with the same formula, charge and spin (kJ/mol) = 414.35

Last column: Löwdin charge in e.
Atoms and positions in Å:
C1 -1.919 -0.464 -0.014  -0.089
C2 1.695 -0.696 0.100  -0.078
C3 0.323 0.974 -0.186  -0.436
H1 2.871 -1.078 0.421  0.174
N1 -3.072 0.086 0.260  0.126
C4 0.227 -1.314 -0.076  0.038
H2 -0.109 -2.383 -0.217  0.134
N2 1.652 0.618 0.215  0.069
H3 -1.160 2.218 -0.208  0.128
N3 -0.026 2.228 -0.004  0.197
C5 -0.481 -0.188 -0.290  -0.263

[3]
ORCA calculation (ωB97M-V/def2-TZVPD) on a 2-piece molecular cluster, CH4NO2S overall at a distorted geometry.

Values from the calculation:
- total charge = -1
- HOMO level (alpha / beta) (eV) = -4.72 / -1.79
- energy above the lowest of the compared OMol25 structures with the same formula, charge and spin (kJ/mol) = 411.42

Last column: Löwdin charge in e.
Atoms and positions in Å:
H1 1.029 0.652 0.690  -0.031
H2 0.901 -1.239 -1.666  0.098
C1 0.730 -0.116 -1.173  -0.288
N1 1.265 -0.248 0.205  -0.121
H3 -0.296 -0.014 -0.951  -0.011
O1 -2.078 -0.452 0.518  -0.648
H4 1.167 0.644 -1.783  0.025
S1 -1.342 -0.297 1.817  0.611
O2 -1.376 1.070 2.343  -0.636

[4]
ORCA calculation (ωB97M-V/def2-TZVPD) on a 2-piece molecular cluster, C5H9NO overall at a distorted geometry.

Values from the calculation:
- structure (SMILES) = C=C[C@H](C)C#N.O
- total charge = 0
- HOMO level (eV) = -10.29
- energy above the lowest of the compared OMol25 structures with the same formula, charge and spin (kJ/mol) = 189.56

Last column: Löwdin charge in e.
Atoms and positions in Å:
C1 -1.642 0.701 1.409  -0.203
H1 1.417 1.735 0.272  0.083
H2 0.501 -1.193 0.968  0.121
C2 -0.508 0.735 0.466  -0.367
H3 1.046 1.193 1.927  0.086
H4 1.580 -1.890 -2.319  0.042
H5 -1.286 -0.962 -1.533  0.087
C3 0.620 1.621 1.014  -0.060
H6 1.228 -0.683 -1.482  -0.007
N1 -2.521 0.591 2.153  0.154
O1 1.355 -0.956 -2.402  -0.075
H7 -0.437 -2.477 -0.922  0.077
C4 -0.649 -1.421 -0.782  0.004
H8 -0.873 1.172 -0.473  0.147
C5 -0.136 -0.717 0.223  -0.176
H9 0.234 2.616 1.256  0.085

[5]
ORCA calculation (ωB97M-V/def2-TZVPD) on C43H41N6O5PtS4 as an isolated structure.

Values from the calculation:
- total charge = +1
- 2S+1 = 5
- HOMO level (alpha / beta) (eV) = -7.21 / -10.89
- energy above the lowest of the compared OMol25 structures with the same formula, charge and spin (kJ/mol) = 84.41
- ⟨S²⟩ = 6.040

Last column: Löwdin charge in e.
Atoms and positions in Å:
C1 1.129 4.230 0.407  -0.314
S1 -2.817 -0.479 0.321  0.711
C2 -3.927 3.525 -0.582  -0.049
H1 -1.478 -2.762 -1.509  0.064
H2 -1.359 -0.960 4.413  0.084
H3 -1.685 1.375 4.247  0.085
C3 -2.215 -0.181 -5.121  -0.051
C4 1.848 0.116 -5.065  -0.071
C5 2.734 5.970 0.659  -0.048
H4 1.869 5.408 -1.232  0.100
S2 0.049 3.246 -0.585  0.869
H5 -3.793 -0.632 -6.494  0.112
C6 1.260 3.310 -4.502  -0.319
C7 2.008 4.693 2.574  -0.035
C8 -0.328 -2.222 0.200  -0.566
H6 -2.884 3.020 -4.138  0.085
C9 -2.547 4.040 -4.033  -0.091
H7 -2.465 1.985 -0.905  0.050
C10 -3.066 5.735 -0.133  -0.045
S3 -0.253 0.269 -3.249  0.779
C11 -1.056 -0.660 -4.529  -0.315
H8 0.252 -2.919 -1.726  0.069
O1 3.649 0.614 2.032  0.180
H9 -3.277 0.682 4.645  0.082
C12 4.146 0.171 -4.364  -0.056
H10 -0.870 -3.711 -5.948  0.114
N1 -2.548 -1.455 2.745  -0.003
O2 -0.201 -2.672 1.303  0.022
C13 0.867 3.312 -5.840  -0.064
C14 -2.889 -0.993 -6.022  -0.056
C15 0.995 0.434 2.719  -0.478
H11 1.105 0.049 -5.848  0.121
H12 3.449 6.273 2.654  0.117
H13 2.095 0.360 -1.682  0.068
C16 1.465 0.227 -3.733  -0.318
H14 -3.017 -1.510 4.810  0.087
H15 -3.615 7.234 -4.472  0.096
C17 3.195 0.085 -5.376  -0.052
H16 -3.172 2.316 4.016  0.095
C18 -1.246 -2.725 -5.714  -0.054
H17 -2.931 -2.883 -7.027  0.112
H18 -2.424 -2.258 2.149  0.105
H19 -5.146 5.260 -0.254  0.115
H20 -0.160 3.088 -6.105  0.123
Pt1 -0.254 -0.199 0.025  1.083
C19 -1.764 5.259 -0.205  -0.045
C20 3.752 0.280 -3.039  -0.048
N2 0.751 3.336 -1.992  -0.355
N3 -0.592 -0.357 -1.969  -0.407
N4 -0.127 1.890 0.118  -0.247
O3 1.265 0.918 3.771  0.130
C21 -0.559 -3.077 -1.016  -0.073
H21 3.350 6.751 0.235  0.116
C22 -2.641 3.027 -0.676  -0.099
H22 5.198 0.142 -4.613  0.113
H23 -2.948 1.587 1.875  0.102
C23 -2.168 -1.635 4.141  -0.035
C24 2.554 3.645 -4.130  -0.065
H24 -0.924 5.922 -0.053  0.119
H25 -1.327 7.710 -3.637  0.107
C25 -2.954 6.422 -4.204  -0.095
O4 -0.015 0.021 2.131  -0.152
C26 -4.137 4.875 -0.316  -0.045
H26 -1.803 -2.653 4.238  0.101
C27 2.730 0.184 1.439  -0.482
C28 -3.368 5.092 -4.353  -0.096
C29 -2.405 -2.257 -6.320  -0.060
N5 -0.815 1.759 -3.597  -0.356
C30 1.161 3.951 1.768  -0.046
H27 -4.765 2.857 -0.730  0.118
C31 2.402 0.299 -2.716  -0.067
C32 -0.807 5.668 -3.391  -0.101
S4 -0.084 3.118 -3.355  0.874
C33 -0.570 -1.931 -4.803  -0.072
N6 -2.888 0.868 2.581  -0.007
H28 2.842 3.635 -3.090  0.101
C34 -1.582 3.914 -0.491  -0.314
C35 1.798 3.603 -6.816  -0.058
H29 3.506 -0.009 -6.407  0.115
H30 0.559 3.153 2.176  0.098
H31 -2.576 0.809 -4.888  0.092
C36 -2.745 -0.344 2.057  -0.763
H32 4.493 4.192 -4.849  0.113
C37 -1.664 6.686 -3.735  -0.099
H33 0.194 5.893 -3.047  0.096
C38 3.477 3.944 -5.125  -0.061
C39 2.787 5.699 2.021  -0.043
H34 4.490 0.331 -2.250  0.117
C40 -1.250 4.311 -3.503  -0.399
C41 1.904 5.231 -0.167  -0.060
H35 1.504 3.599 -7.856  0.113
H36 3.831 4.159 -7.225  0.111
C42 3.106 3.920 -6.459  -0.062
H37 0.330 -2.292 -4.322  0.119
C43 -2.735 1.322 3.956  -0.038
H38 -4.362 4.880 -4.725  0.106
H39 -3.238 6.784 0.065  0.118
H40 -0.610 -4.120 -0.710  0.088
H41 2.070 4.471 3.630  0.121
O5 2.249 -0.334 0.468  0.018

[6]
ORCA calculation (ωB97M-V/def2-TZVPD) on one molecule with the formula C3H4O3 at a distorted geometry.

Values from the calculation:
- structure (SMILES) = CC(=O)OC=O
- total charge = 0
- HOMO level (eV) = -10.56
- energy above the lowest of the compared OMol25 structures with the same formula, charge and spin (kJ/mol) = 191.01

Last column: Löwdin charge in e.
Atoms and positions in Å:
O1 0.184 1.596 -0.620  0.071
O2 -1.662 -1.218 -0.158  0.152
H1 0.122 -1.288 1.262  0.178
C1 0.516 0.689 -1.338  -0.303
H2 0.926 0.838 -2.337  0.149
H3 -0.744 0.450 1.862  0.123
C2 -0.052 -0.093 1.195  0.034
H4 0.948 0.331 1.176  0.095
O3 0.372 -0.624 -1.048  0.064
C3 -0.610 -0.681 0.005  -0.563

> Which of these has the highest energy above the lowest of the compared OMol25 structures with the same formula, charge and spin?

C5H3N3

> Look up the energy above the lowest of the compared OMol25 structures with the same formula, charge and spin of the third one.

411.42 kJ/mol